Entry 1:
DFT (ωB97M-V/def2-TZVPD) results for an isolated molecule of C7H6O3S.

Last column: Mulliken charge in e.
CARTESIAN COORDINATES (ANGSTROEM)
C: -0.964870 -0.615039 -1.755188  -0.278
C: 0.083454 -0.261010 -0.688253  0.121
C: 1.463826 -0.570841 -0.639599  -0.460
C: 2.184365 -0.396849 0.476114  -0.276
C: 1.557819 0.212403 1.637564  -0.519
C: 0.289462 0.851708 1.515220  -0.445
C: -0.406087 0.504814 0.417594  0.330
H: -0.899895 -1.715939 -1.584956  0.270
H: -0.619630 -0.451115 -2.897965  0.281
H: 1.973967 -1.001821 -1.538228  0.310
H: 3.204350 -0.812339 0.354067  0.314
H: 2.256690 0.206528 2.560776  0.270
H: -0.119742 1.649612 2.065491  0.481
O: -2.757235 1.919755 0.181920  -0.571
O: -3.041006 -0.317326 0.994213  -0.575
O: -1.980247 0.186942 -1.333177  -0.344
S: -2.225219 0.610518 0.234404  1.092

Cartesian forces, eV/Å:
4.32 -0.45 0.01
1.56 1.37 1.10
-1.87 -0.62 -3.10
-0.16 0.29 2.39
2.36 0.32 0.17
2.85 -1.40 0.29
-1.97 -2.21 -2.96
-1.76 0.29 -0.42
-1.03 0.14 2.75
-0.68 0.32 0.79
-0.54 0.63 1.17
-1.66 0.63 -1.45
-0.21 0.31 1.66
0.24 1.02 -0.20
1.82 0.11 -1.03
-3.89 0.02 -0.71
0.62 -0.77 -0.46

Results
Energy relative to the best compared isomer or geometry (same formula, charge and spin) ... 172.9 kJ/mol
HOMO ... -0.3556 hartree
SMILES string ... O=S1(=O)OCc2ccccc21
Charge ... 0

Entry 2:
DFT (ωB97M-V/def2-TZVPD) results for an isolated molecule of C7H6S.

Last column: Mulliken charge in e.
CARTESIAN COORDINATES (ANGSTROEM)
C: 0.315246 -1.636960 1.596094  -0.271
C: 0.923186 -0.441938 1.438268  -0.549
C: 0.342626 0.419889 0.500772  0.179
C: 0.999516 0.991569 -0.604461  -0.648
C: -0.030438 1.170190 -1.645994  -0.148
C: -1.187598 0.573642 -1.295291  -0.512
C: -1.055412 0.103176 0.060026  0.153
H: 0.606420 -2.423957 2.272706  0.403
H: 1.876824 -0.399554 1.919413  0.342
H: 2.105212 1.290339 -0.776256  0.297
H: 0.081164 1.612394 -2.663175  0.358
H: -2.010425 0.205472 -2.038825  0.260
H: -1.991315 0.286257 0.821725  0.325
S: -0.975006 -1.750520 0.414998  -0.190

Cartesian forces, eV/Å:
-0.33 1.59 -0.99
0.68 -2.17 2.35
1.61 1.67 -3.44
-0.27 0.84 0.80
0.11 0.16 -1.16
-1.36 -0.88 -2.33
-1.89 -1.63 3.59
-0.14 -0.15 -0.14
0.47 0.99 0.20
-2.13 -0.74 0.66
0.35 -0.41 1.03
1.40 1.35 1.73
2.40 0.38 -1.89
-0.91 -0.99 -0.40

Results
Energy relative to the best compared isomer or geometry (same formula, charge and spin) ... 219.0 kJ/mol
HOMO ... -0.2784 hartree
SMILES string ... C1=C[C@H]2SC=CC2=C1
Charge ... 0

Entry 3:
DFT (ωB97M-V/def2-TZVPD) results for a structure of composition C7H7B2Br21F8Li2.

Last column: Mulliken charge in e.
CARTESIAN COORDINATES (ANGSTROEM)
Li: 11.436115 12.425020 14.019326  0.552
Li: 12.627492 13.242089 10.468204  0.775
B: 10.752447 14.182940 12.696950  0.641
F: 9.917415 15.296573 12.745536  -0.250
F: 9.966880 13.050553 12.938384  -0.326
F: 11.394413 14.082972 11.374385  0.037
F: 11.794058 14.203209 13.607692  -0.357
B: 13.055906 11.142438 11.758019  0.545
F: 13.747821 12.355714 12.004200  -0.205
F: 12.279948 11.230788 10.550747  -0.426
F: 13.877256 10.006530 11.582059  -0.313
F: 12.283475 10.950023 12.977427  -0.214
C: 15.395958 15.795313 14.733405  0.481
Br: 16.091483 17.333434 13.981520  -0.039
Br: 14.670961 16.019173 16.528945  -0.048
Br: 16.750627 14.426409 14.794284  -0.053
H: 14.555927 15.454830 14.134964  -0.387
C: 13.436323 16.353875 9.073891  -0.371
Br: 13.899562 16.105777 10.868833  -0.015
Br: 11.945419 17.539757 8.931004  -0.039
Br: 12.978252 14.637770 8.281255  -0.177
H: 14.248993 16.772069 8.534441  0.497
C: 12.671142 10.891240 17.257686  -0.414
Br: 14.092758 12.110911 17.516592  0.058
Br: 13.119254 9.669893 15.819336  0.017
Br: 11.131658 11.962426 16.616031  -0.150
H: 12.379813 10.417215 18.160869  0.429
C: 10.480337 8.683673 11.885214  0.599
Br: 10.792140 6.830162 11.601571  -0.012
Br: 9.758726 8.917699 13.658826  -0.026
Br: 9.169474 9.439015 10.639811  -0.040
H: 11.421923 9.200750 11.694829  -0.587
C: 8.302819 13.114288 7.843859  -0.331
Br: 6.936821 13.922140 6.712899  -0.053
Br: 9.261079 14.461859 8.901523  0.049
Br: 9.439521 12.031103 6.827044  -0.019
H: 7.704625 12.445451 8.488524  0.310
C: 16.457890 12.759353 10.984178  0.348
Br: 17.065794 11.410137 12.176512  -0.040
Br: 16.004066 11.906141 9.363696  -0.056
Br: 17.909807 14.072558 10.729595  -0.083
H: 15.647030 13.271487 11.413447  -0.286
C: 10.733896 18.327417 13.091903  0.024
Br: 12.620189 18.479714 13.469512  0.022
Br: 10.067607 19.982459 12.378348  -0.044
Br: 9.794518 17.841430 14.709804  -0.048
H: 10.487953 17.596990 12.362219  0.023

Cartesian forces, eV/Å:
0.18 -0.82 -0.03
0.13 -0.40 -0.01
-1.42 1.43 -1.59
0.98 -0.47 -0.20
0.50 -0.58 0.11
-0.77 0.11 0.85
0.58 0.00 0.72
0.79 -2.10 0.32
-0.34 0.06 -0.86
0.17 1.01 1.10
-0.60 1.31 0.45
-0.24 0.51 -0.91
-0.58 -1.22 0.84
0.38 1.36 -0.49
0.01 0.21 -0.25
-0.09 -0.28 -0.19
0.17 -0.10 0.04
-1.07 -0.40 -0.19
0.62 -0.09 0.97
-0.20 0.28 -0.11
0.24 -0.02 -0.36
0.60 0.15 -0.41
-0.04 0.75 -2.03
0.51 0.18 0.43
-0.09 -0.14 0.64
-0.19 -0.25 0.43
-0.20 -0.48 0.54
-0.54 0.31 -0.32
0.09 -0.35 -0.29
0.37 0.26 0.11
0.41 -0.22 0.02
-0.42 -0.06 0.46
-1.21 0.33 0.71
0.21 0.13 0.13
-0.53 -0.65 -0.36
0.76 -0.46 -0.40
0.71 0.64 -0.03
2.01 -0.13 -0.21
0.06 -0.23 0.67
-0.52 0.12 -0.74
-0.57 -0.17 -0.02
-0.88 0.50 0.34
-0.14 0.76 0.93
-0.12 -0.25 -0.22
-0.07 0.18 -0.08
0.01 0.06 -0.10
0.31 -0.77 -0.42

Results
HOMO ... -0.3697 hartree
Charge ... 0

Entry 4:
DFT (ωB97M-V/def2-TZVPD) results for a structure of composition C7H7BeN4OS.

Last column: Mulliken charge in e.
CARTESIAN COORDINATES (ANGSTROEM)
Be: -0.673021 1.374654 -0.188519  -0.450
N: -2.979692 1.117619 3.382627  -0.399
C: -2.173284 1.065557 2.272342  0.430
S: -1.677714 2.562347 1.544190  -0.365
N: -1.922888 -0.115541 1.793242  -1.134
N: -1.087403 -0.051189 0.696854  0.822
C: -0.368004 -1.121758 0.437059  -0.360
C: 0.556755 -0.994760 -0.606119  0.673
C: 1.534697 -1.951355 -0.980577  -0.793
C: 2.497207 -1.587586 -1.876700  -0.124
C: 2.492667 -0.267251 -2.396725  -0.499
C: 1.437862 0.549678 -2.072838  -0.355
N: 0.339386 0.119365 -1.407228  -0.133
H: -3.135845 1.994653 3.834648  0.183
H: -3.398504 0.272514 3.723171  0.220
H: -0.478532 -2.019103 1.035532  0.361
H: 1.514723 -2.938782 -0.533654  0.327
H: 3.267205 -2.290342 -2.173030  0.370
H: 3.265405 0.077916 -3.069535  0.351
H: 1.375793 1.564088 -2.452964  0.399
O: -0.386812 2.639277 -0.961777  -0.524

Cartesian forces, eV/Å:
0.16 3.20 -1.84
0.19 -0.54 -0.26
-0.78 2.84 0.11
-0.09 -1.06 0.89
1.12 -1.50 -1.18
0.21 -1.24 1.28
-1.71 0.50 0.99
0.05 0.22 -3.41
-0.35 0.28 0.85
0.30 0.69 -0.65
0.13 -0.97 0.45
-1.13 -0.04 -0.95
2.08 -0.50 2.47
-0.02 0.07 -0.10
-0.02 -0.07 0.12
0.08 0.06 0.11
0.12 0.08 0.14
-0.02 0.00 -0.01
0.06 0.03 0.11
-0.29 -0.02 0.10
-0.09 -2.04 0.77

Results
HOMO (alpha / beta) ... -0.0904 / -0.0904 hartree
Charge ... -1

Entry 5:
DFT (ωB97M-V/def2-TZVPD) results for a cluster of 2 separate species, C7H7Br2NO2S in total.

Last column: Mulliken charge in e.
CARTESIAN COORDINATES (ANGSTROEM)
C: -1.006693 -2.374952 -0.459171  -0.469
C: -1.497998 -1.538706 -1.393008  -0.516
C: -0.482081 -1.845945 0.735790  -0.327
C: -1.616538 -0.148145 -1.112270  -0.639
C: -0.546970 -0.525128 1.076786  -0.468
C: -1.105875 0.345324 0.113435  1.124
C: -1.110271 1.714296 0.426547  0.305
N: 2.463455 1.923926 0.456774  -0.368
O: 2.510502 -0.291500 1.396021  -0.457
O: -0.297968 2.318948 1.143061  -0.639
S: 3.139883 0.438178 0.321104  0.494
Br: 2.290361 -0.305263 -1.661517  -0.219
Br: -2.428462 2.807531 -0.504149  -0.207
H: -0.761448 -3.456390 -0.599061  0.312
H: -1.503986 -1.697230 -2.407961  0.421
H: -0.331290 -2.551382 1.518387  0.401
H: -2.212280 0.493104 -1.758521  0.295
H: -0.011615 -0.100320 1.954585  0.357
H: 1.619961 2.055353 1.007734  0.314
H: 2.889321 2.738303 -0.254561  0.286

Cartesian forces, eV/Å:
2.02 -1.29 1.26
0.41 3.16 0.47
-1.81 -0.79 0.66
-0.09 -0.83 1.69
0.99 0.98 -0.70
-0.68 -2.26 -0.83
2.30 4.07 1.61
2.78 2.48 -2.81
-0.13 -0.73 0.24
-2.37 -1.71 -1.55
-0.07 1.42 0.53
-0.36 -0.29 -0.43
-0.04 0.09 0.19
-0.72 1.02 -0.28
-0.94 -1.36 -2.17
1.03 -0.49 0.41
0.66 -0.06 -0.12
-0.85 -0.52 -0.60
-0.22 0.07 -0.31
-1.92 -2.99 2.75

Results
Energy relative to the best compared isomer or geometry (same formula, charge and spin) ... 0.0 kJ/mol
HOMO ... -0.3532 hartree
Charge ... 0

Entry 6:
DFT (ωB97M-V/def2-TZVPD) results for the ion C7H7BrClN3 with charge +2.

Last column: Mulliken charge in e.
CARTESIAN COORDINATES (ANGSTROEM)
C: 2.635282 1.357910 0.091954  -0.416
C: -0.691011 -1.030738 1.674154  -0.374
C: -1.148108 0.051354 1.029338  -0.170
C: 2.338161 0.006854 0.133515  -0.269
C: 1.540602 2.334019 0.250362  0.436
C: 0.993616 -0.363163 0.394367  0.571
C: -0.522021 0.530258 -1.320445  -0.819
N: 0.240672 1.934926 0.245675  -0.999
N: 0.625668 -1.320724 1.244772  0.121
N: -0.077906 0.574886 0.157974  1.093
Cl: 1.913092 3.990119 0.365584  0.012
Br: 3.728363 -1.261410 -0.116930  0.021
H: 3.684749 1.661030 -0.056830  0.463
H: -1.371933 -1.675901 2.303296  0.392
H: -2.128201 0.590230 1.079801  0.459
H: 0.170001 1.033857 -1.900638  0.420
H: -0.791061 -0.532328 -1.760682  0.337
H: -1.393930 1.059035 -1.456802  0.443
H: 1.159251 -2.127083 1.514101  0.279

Cartesian forces, eV/Å:
-0.36 -1.28 -0.06
-2.33 -0.33 -0.33
-0.86 0.53 0.95
1.64 1.32 -1.19
-2.70 -1.51 -0.11
1.19 -1.21 1.89
-0.87 -4.43 -1.25
2.99 3.77 1.13
-1.20 2.02 -1.60
0.50 -1.55 -0.43
-0.48 -1.11 -0.11
-0.91 0.31 0.34
-0.68 0.10 0.18
1.44 0.59 -0.59
1.17 -0.62 -0.14
1.94 0.59 -0.90
1.02 1.76 1.41
-2.13 1.42 0.62
0.63 -0.37 0.21

Results
Energy relative to the best compared isomer or geometry (same formula, charge and spin) ... 0.0 kJ/mol
HOMO (alpha / beta) ... -0.6632 / -0.6633 hartree
SMILES string ... C[N@@+]12C=C[NH+]=C1C(Br)=CC(Cl)=N2
Charge ... +2